# 1
Formula: C13H42O13
Source: the OMol25 dataset
Level of theory: wB97M-V/def2-TZVPD

Geometry as XYZ:
```
68
Properties=species:S:1:pos:R:3:forces:R:3
O -1.9257 2.8007 3.9800 0.0 0.1 0.3
C -2.7827 3.3504 3.0031 0.0 -0.1 -1.0
C -1.9663 3.5599 1.7263 -0.4 -1.1 0.7
O -1.6201 2.2961 1.1586 -0.1 0.1 -0.1
H -2.4504 2.4559 4.7075 0.0 0.0 0.0
H -3.5710 2.6416 2.7243 0.0 0.0 0.1
H -3.2785 4.2910 3.2723 0.3 0.0 0.4
H -1.0407 4.0982 1.9359 -0.2 0.5 -0.1
H -2.6606 4.0288 1.0310 0.5 0.3 -0.3
H -0.9995 1.8488 1.7479 0.1 0.0 0.0
O 2.4670 -1.9678 0.7872 -0.7 -0.2 0.1
C 2.7169 -2.7065 -0.4213 1.2 0.6 0.1
C 2.8109 -4.1865 -0.1660 -0.1 -0.2 0.4
O 1.5557 -4.8321 0.0112 0.0 0.1 -0.3
H 3.1098 -2.2594 1.4411 0.1 0.1 0.0
H 2.0012 -2.3807 -1.1714 -0.4 -0.2 0.2
H 3.7015 -2.3728 -0.7737 0.0 -0.1 -0.2
H 3.3942 -4.3345 0.7572 0.2 0.1 -0.1
H 3.3727 -4.6883 -0.9541 -0.3 0.0 -0.2
H 1.0474 -4.2554 0.5898 -0.1 0.0 0.0
O 1.8649 3.0069 1.7878 0.6 0.0 -0.2
C 1.6602 3.5325 0.4669 -0.7 -0.8 0.8
C 2.8751 3.4686 -0.4558 -0.1 1.8 1.0
O 3.6437 2.3168 -0.2377 -0.2 -0.5 -0.7
H 1.8589 2.0409 1.7348 -0.2 0.0 0.0
H 0.8480 2.9346 0.0495 -0.1 0.3 -0.3
H 1.3006 4.5422 0.6608 0.1 0.1 -0.5
H 3.5047 4.3593 -0.3065 0.0 -0.1 0.3
H 2.4717 3.6511 -1.4552 0.4 -1.0 -0.3
H 3.7804 2.2588 0.7148 0.0 0.1 0.0
O -2.9197 0.6244 -6.1940 0.1 -0.5 0.1
C -2.1392 -0.3040 -5.4059 -0.1 0.9 -0.3
C -2.6274 -0.1701 -3.9727 -0.4 -0.2 -0.5
O -2.1657 -1.2230 -3.1499 0.2 0.7 0.0
H -2.8282 0.3256 -7.1025 -0.1 0.2 -0.1
H -2.2648 -1.3144 -5.7966 0.0 -0.1 0.3
H -1.0954 0.0149 -5.4950 0.1 -0.4 0.1
H -3.7196 -0.1861 -4.0188 0.0 -0.1 0.1
H -2.3381 0.8156 -3.5974 0.0 0.0 0.1
H -1.4222 -0.8476 -2.6461 0.0 -0.5 0.3
O 0.6467 0.0382 2.0244 0.3 0.4 0.2
C 0.6851 -0.2839 3.4255 -0.4 -0.5 -1.2
C 0.8929 0.9620 4.2398 -0.7 0.3 0.9
O 2.2199 1.1712 4.6918 0.1 0.0 -0.3
H 1.0374 -0.6901 1.5221 0.0 -0.1 -0.1
H -0.2730 -0.7653 3.6555 0.0 0.1 0.3
H 1.4652 -1.0369 3.5777 0.1 0.2 0.3
H 0.1922 0.9607 5.0886 0.2 -0.3 0.2
H 0.5572 1.8491 3.7012 0.4 -0.1 -0.3
H 2.4857 0.3972 5.1963 0.0 0.0 0.1
C -2.5627 -1.2874 1.3015 -0.1 -0.2 0.5
O -1.4019 -2.0077 0.8605 -0.5 0.1 0.4
H -3.4769 -1.7436 0.9164 0.0 0.2 -0.3
H -2.6567 -1.3343 2.3927 0.2 0.1 0.0
H -2.4699 -0.2423 1.0207 0.0 0.0 -0.2
H -1.4842 -2.8616 1.2936 0.3 -0.2 -0.3
C -0.3766 -3.5046 -3.5655 0.1 -0.4 -0.1
O 0.4686 -4.6526 -3.4295 0.2 0.2 0.1
H -0.6242 -3.0497 -2.6097 0.0 -0.1 0.1
H 0.1259 -2.7448 -4.1661 0.0 -0.1 -0.1
H -1.2860 -3.8315 -4.0689 -0.1 0.3 0.0
H 0.5315 -4.8560 -2.4941 0.1 -0.1 0.1
C 0.3729 0.6925 -1.0236 -0.8 0.3 0.6
O -0.1196 -0.6271 -1.2252 0.2 -0.1 -0.3
H 1.1268 0.7371 -0.2364 0.3 -0.1 -0.3
H 0.7336 1.0971 -1.9663 0.2 -0.2 0.0
H -0.4381 1.3443 -0.6729 0.0 0.0 -0.2
H -0.5413 -0.9644 -0.4177 0.1 0.0 -0.1
```
Forces are in eV/Å.

As for the spin multiplicity: 1. The calculation puts the HOMO-LUMO gap at 9.718 eV. The value obtained for the HOMO energy is -9.64 eV. The SMILES is OCCO.OCCO.OCCO.OCCO.OCCO.CO.CO.CO. For the energy above the lowest of the compared OMol25 structures with the same formula, charge and spin, the calculation gives 37.96 kJ/mol.

---

# 2
Formula: C32H43FeN7O2P2Si2
Source: the OMol25 dataset
Level of theory: wB97M-V/def2-TZVPD

Geometry as XYZ:
```
89
Properties=species:S:1:pos:R:3:forces:R:3
Fe 0.9649 -0.7638 1.2811 -0.6 -0.1 -0.9
C 3.9206 2.1841 1.3623 0.0 0.0 0.1
Si 3.1111 1.6264 -0.2474 0.0 -0.1 0.1
C 4.1355 0.2843 -1.0865 0.0 -0.1 0.0
C 3.1046 3.1233 -1.3587 0.0 0.1 -0.1
N 1.5551 0.9211 0.0631 0.2 0.0 0.2
P 0.1894 1.7385 0.3183 0.0 0.2 0.5
C -0.8580 0.5683 1.0526 0.2 -0.2 0.1
P -1.6960 -0.6074 0.0826 -0.1 0.3 0.3
N -0.4540 -1.4453 -0.4544 -0.2 -0.2 -0.2
Si -0.3114 -3.0228 -1.0262 0.2 0.0 0.1
C 1.1120 -3.1485 -2.2192 0.1 0.0 0.0
C 0.1111 -4.1664 0.4898 0.1 0.0 0.1
C -1.8261 -3.8306 -1.7476 -0.1 0.0 0.0
C -2.8851 -1.4649 1.1421 0.0 -0.1 0.1
C -2.7073 -1.4885 2.5238 0.0 0.0 0.0
C -3.5824 -2.2000 3.3293 0.0 0.0 0.0
C -4.6376 -2.9008 2.7624 0.0 0.0 0.0
C -4.8236 -2.8842 1.3868 0.0 0.0 0.0
C -3.9536 -2.1658 0.5813 0.0 0.0 0.0
C -2.7351 0.0303 -1.2505 -0.1 0.0 0.0
C -2.3716 -0.1390 -2.5811 0.1 0.0 0.0
C -3.2006 0.3211 -3.5959 0.0 0.0 0.0
C -4.3922 0.9565 -3.2832 0.0 0.0 0.0
C -4.7557 1.1424 -1.9547 0.0 0.0 0.0
C -3.9316 0.6801 -0.9436 0.0 0.0 0.0
C 0.4403 3.0470 1.5574 0.0 0.0 0.0
C 0.5653 2.6791 2.8982 -0.1 -0.1 0.0
C 0.8905 3.6189 3.8608 0.0 0.1 0.0
C 1.0986 4.9437 3.4961 0.0 0.0 0.0
C 0.9715 5.3219 2.1690 0.0 0.0 0.0
C 0.6421 4.3789 1.2039 0.0 0.0 0.0
C -0.4417 2.5837 -1.1375 0.0 -0.1 -0.1
C -1.5647 3.4047 -1.0311 0.0 0.0 0.0
C -2.0677 4.0391 -2.1537 0.0 0.0 0.0
C -1.4512 3.8603 -3.3872 0.0 0.0 0.0
C -0.3458 3.0325 -3.5010 0.0 0.0 0.0
C 0.1518 2.3864 -2.3785 0.0 -0.1 0.0
H 5.0021 2.0196 1.3696 0.0 0.0 0.0
H 3.4823 1.7011 2.2389 0.0 0.0 0.0
H 3.7630 3.2570 1.4974 0.0 0.0 0.0
H 5.2020 0.3516 -0.8525 0.0 0.0 0.0
H 4.0458 0.3817 -2.1704 0.0 0.0 0.0
H 3.7795 -0.7204 -0.8396 0.0 0.0 0.0
H 4.0762 3.6180 -1.2764 0.0 0.0 0.0
H 2.3443 3.8515 -1.0719 0.0 0.0 0.0
H 2.9474 2.8706 -2.4081 0.0 0.0 0.0
H 1.9288 -2.5047 -1.8867 0.0 0.0 0.0
H 0.7932 -2.7994 -3.2044 0.0 0.0 0.0
H 1.5033 -4.1600 -2.3516 0.0 0.0 0.0
H 1.1975 -4.1387 2.2480 0.0 0.0 0.0
H 0.7256 -5.6576 -0.6502 0.0 0.1 0.0
H -0.7922 -4.4972 1.0101 0.0 0.1 0.0
H -2.3101 -3.1770 -2.4774 0.0 0.0 0.0
H -2.5621 -4.0725 -0.9788 0.0 0.0 0.0
H -1.5616 -4.7549 -2.2691 0.0 0.0 0.0
H -1.8841 -0.9452 2.9677 0.0 0.0 0.0
H -3.4400 -2.2070 4.4018 0.0 0.0 0.0
H -5.3212 -3.4542 3.3933 0.0 0.0 0.0
H -5.6518 -3.4200 0.9421 0.0 0.0 0.0
H -4.1174 -2.1441 -0.4896 0.0 0.0 0.0
H -1.4336 -0.6272 -2.8188 0.0 0.0 0.0
H -2.9149 0.1836 -4.6308 0.0 0.0 0.0
H -5.0410 1.3090 -4.0746 0.0 0.0 0.0
H -5.6845 1.6406 -1.7097 0.0 0.0 0.0
H -4.2279 0.8096 0.0915 0.0 0.0 0.0
H 0.3859 1.6513 3.1925 0.0 0.0 0.0
H 0.9759 3.3224 4.8980 0.0 0.0 0.0
H 1.3519 5.6794 4.2480 0.0 0.0 0.0
H 1.1251 6.3535 1.8809 0.0 0.0 0.0
H 0.5434 4.6911 0.1718 0.0 0.0 0.0
H -2.0438 3.5503 -0.0692 0.0 0.0 0.0
H -2.9381 4.6763 -2.0696 0.0 0.0 0.0
H -1.8407 4.3644 -4.2621 0.0 0.0 0.0
H 0.1245 2.8841 -4.4644 0.0 0.0 0.0
H 1.0021 1.7207 -2.4616 -0.1 0.0 0.0
N 3.8911 -0.9478 1.8215 0.0 0.0 0.0
N 4.1838 -2.2761 1.4992 0.0 0.1 -0.1
C 3.1728 -3.1519 1.2903 0.0 0.0 0.3
N 3.4559 -4.4668 1.3760 -0.1 -0.1 -0.1
N 1.9741 -2.6732 1.0942 0.4 0.0 -0.2
N 0.8678 -3.4404 1.5656 -0.1 0.1 0.1
O 0.9428 -5.2950 0.2146 0.0 0.0 0.0
O 0.0689 -2.5251 2.2002 0.1 0.1 0.1
H 4.2684 -0.3299 1.1130 0.0 0.0 0.0
H 4.3019 -0.7150 2.7188 0.0 0.0 0.0
H 5.1376 -2.5533 1.3276 0.0 0.0 0.0
H 4.3829 -4.7743 1.6154 0.0 0.0 0.1
H 2.8460 -5.1029 0.8762 0.0 0.0 0.0
```
Forces are in eV/Å.

As for the expectation value of S²: 8.77. As for the charge: +1. As for the spin multiplicity: 6. The calculation puts the HOMO-LUMO gap (spin up / spin down) at 8.214 / 7.556 eV. The value obtained for the HOMO energy (spin up / spin down) is -10.21 / -10.73 eV.

---

> Which of these has the lowest spin multiplicity?

C13H42O13